Entry 1:
Below is C5H6O2 in the gas phase in a non-equilibrium geometry, with properties calculated with the ωB97M-V functional and the def2-TZVPD basis.

Computed properties:
DFT total energy, eV: -9374.7463
2S+1: 1
LUMO level, hartree: 0.0341
ΔE to the lowest compared entry with this formula, charge and spin, kJ/mol: 226.7
HOMO, eV: -8.7736
Maximum force, Eh/bohr: 0.07019
Frontier orbital gap, hartree: 0.3565
SMILES: O=C1CO[C@H]2C[C@@H]12

XYZ file:
```
13
Properties=species:S:1:pos:R:3:forces:R:3
O 0.9996 2.1870 0.6061 0.1 -0.1 0.3
C 0.6271 1.0690 0.3660 0.3 0.4 0.1
C 1.5339 -0.1131 0.0386 0.1 0.1 0.2
O 0.8183 -0.8909 -0.8942 -0.2 0.2 -0.3
C -0.4915 -0.4214 -0.9853 -2.3 -1.1 2.5
C -1.3004 -0.6329 0.4962 0.5 -0.9 -1.4
C -0.7735 0.6735 0.0738 0.5 0.2 -1.1
H 1.7024 -0.7411 0.9150 0.3 0.3 0.3
H 2.4785 0.2334 -0.3887 -0.1 -0.1 0.1
H -0.9430 -0.8247 -1.8858 -0.4 1.0 0.1
H -0.7107 -1.3145 1.0815 0.2 0.1 0.4
H -2.3820 -0.6956 0.7093 0.7 0.0 -0.8
H -1.5014 1.4771 0.0071 0.3 0.0 -0.4
```
Positions in Å, forces in eV/Å.

***

Entry 2:
Below is a molecular structure, C35H44ClIN2OP2Sn, with properties calculated with the ωB97M-V functional and the def2-TZVPD basis.

Computed properties:
DFT total energy, eV: -87058.1175
2S+1: 1
LUMO level, hartree: -0.2175
ΔE to the lowest compared entry with this formula, charge and spin, kJ/mol: 0.0
HOMO, eV: -12.5925
Maximum force, Eh/bohr: 0.00641
Frontier orbital gap, hartree: 0.2453
Total charge: +2

XYZ file:
```
87
Properties=species:S:1:pos:R:3:forces:R:3
Sn -0.0226 -0.5625 0.0190 0.1 0.2 0.1
C -3.6614 -1.7387 0.5621 0.0 0.0 0.0
C -3.5534 -1.1973 -0.8669 0.0 0.0 0.0
C -4.9099 -0.7698 -1.4427 0.0 0.0 0.0
P -2.2518 0.0816 -0.9528 0.1 0.0 -0.1
C -2.0031 0.7404 -2.6421 0.0 0.0 0.0
C -1.9838 -0.3906 -3.6708 0.0 0.0 0.0
C -3.0179 1.8371 -2.9744 0.0 0.0 0.0
C -2.4008 1.4055 0.2438 0.1 -0.1 0.0
C -3.6078 1.7449 0.8593 -0.1 0.1 0.0
C -3.6654 2.7211 1.8388 0.0 0.0 0.0
C -4.9616 3.1075 2.4935 0.0 0.0 0.0
C -2.4620 3.3230 2.2152 0.0 0.0 0.0
C -1.2516 2.9848 1.6385 0.0 0.1 0.1
C -1.1921 2.0314 0.6241 -0.1 0.0 -0.1
N -0.0186 1.5592 0.0211 0.0 -0.3 0.1
C 1.1821 2.2474 -0.0765 0.1 0.1 0.0
C 1.2491 3.6481 -0.0584 0.0 0.0 0.0
C 2.4509 4.3125 -0.1668 0.0 0.0 0.0
C 3.6704 3.6401 -0.3079 0.0 0.0 0.0
C 4.9660 4.3927 -0.4231 0.0 0.0 0.0
C 3.6158 2.2644 -0.3737 0.0 0.0 0.0
C 2.4030 1.5589 -0.2787 0.0 0.0 0.0
P 2.4240 -0.2161 -0.4132 0.0 0.0 0.0
C 2.9028 -0.8026 -2.0851 0.0 0.0 0.0
C 1.6908 -0.6982 -3.0117 0.0 0.0 0.0
C 4.1006 -0.0532 -2.6731 0.0 0.0 0.0
C 3.3851 -1.0385 0.9165 0.0 0.0 0.0
C 4.8794 -1.1458 0.6050 0.0 0.0 0.0
C 3.1194 -0.3193 2.2418 0.0 0.0 0.0
H -4.2940 -2.6261 0.5596 0.0 0.0 0.0
H -4.1071 -1.0078 1.2348 0.0 0.0 0.0
H -2.6902 -2.0215 0.9771 0.0 0.0 0.0
H -3.1503 -1.9881 -1.5102 0.0 0.0 0.0
H -5.6373 -1.5552 -1.2369 0.0 0.0 0.0
H -4.8707 -0.6344 -2.5218 0.0 0.0 0.0
H -5.2857 0.1505 -1.0004 0.0 0.0 0.0
H -1.0117 1.2039 -2.5825 0.0 0.0 0.0
H -2.9702 -0.8392 -3.7893 0.0 0.0 0.0
H -1.2790 -1.1829 -3.4086 0.0 0.0 0.0
H -1.6883 0.0065 -4.6419 0.0 0.0 0.0
H -4.0294 1.4411 -3.0554 0.0 0.0 0.0
H -2.7579 2.2795 -3.9362 0.0 0.0 0.0
H -3.0123 2.6291 -2.2263 0.0 0.0 0.0
H -4.5251 1.2549 0.5619 0.0 0.0 0.0
H -5.8107 2.6266 2.0106 0.0 0.0 0.0
H -5.1144 4.1857 2.4497 0.0 0.0 0.0
H -4.9643 2.8190 3.5455 0.0 0.0 0.0
H -2.4739 4.0733 2.9970 0.0 0.0 0.0
H -0.3436 3.4518 1.9936 0.0 0.0 0.0
H 0.3351 4.2177 0.0340 0.0 0.0 0.0
H 2.4497 5.3960 -0.1433 0.0 0.0 0.0
H 5.0022 5.2185 0.2863 0.0 0.0 0.0
H 5.0817 4.8158 -1.4225 0.0 0.0 0.0
H 5.8207 3.7450 -0.2334 0.0 0.0 0.0
H 4.5401 1.7145 -0.5036 0.0 0.0 0.0
H 3.1669 -1.8560 -1.9401 0.0 0.0 0.0
H 1.3008 0.3239 -3.0327 0.0 0.0 0.0
H 0.8887 -1.3791 -2.7089 0.0 0.0 0.0
H 1.9697 -0.9636 -4.0317 0.0 0.0 0.0
H 3.8535 0.9936 -2.8494 0.0 0.0 0.0
H 4.3623 -0.5043 -3.6303 0.0 0.0 0.0
H 4.9798 -0.1000 -2.0332 0.0 0.0 0.0
H 2.9631 -2.0499 0.9615 0.0 0.0 0.0
H 5.3474 -0.1618 0.5640 0.0 0.0 0.0
H 5.0785 -1.6732 -0.3273 0.0 0.0 0.0
H 5.3641 -1.7021 1.4075 0.0 0.0 0.0
H 3.5762 0.6705 2.2394 0.0 0.0 0.0
H 3.5619 -0.8951 3.0546 0.0 0.0 0.0
H 2.0535 -0.2019 2.4509 0.0 0.0 0.0
Cl -0.3077 -6.2610 4.0700 0.0 0.0 0.0
C -0.3070 -4.6542 3.4523 0.0 0.1 0.0
C -0.4666 -3.5940 4.2992 0.0 -0.1 0.0
C -0.4686 -2.2665 3.8184 0.0 0.1 -0.1
I -0.7166 -0.6833 5.1308 0.0 0.0 0.0
C -0.3056 -2.0008 2.4801 0.0 -0.1 0.1
O -0.3021 -0.7538 1.9864 0.0 0.0 -0.1
C -0.1403 -3.1014 1.6010 0.0 0.0 0.0
N 0.0135 -2.8073 0.2769 0.0 0.0 -0.1
C 0.1634 -3.7803 -0.6066 0.0 0.0 0.0
C 0.1778 -5.1239 -0.2308 0.0 0.0 0.0
C 0.0272 -5.4480 1.0966 0.0 0.0 0.0
C -0.1393 -4.4351 2.0603 0.0 0.0 0.0
H -0.5944 -3.7732 5.3578 0.0 0.0 0.0
H 0.2747 -3.4909 -1.6458 0.0 0.0 0.0
H 0.3039 -5.8874 -0.9843 0.0 0.0 0.0
H 0.0325 -6.4819 1.4148 0.0 0.0 0.0
```
Positions in Å, forces in eV/Å.

***

Entry 3:
Below is a molecular structure, C29H36N7OPt in a non-equilibrium geometry, with properties calculated with the ωB97M-V functional and the def2-TZVPD basis.

Computed properties:
DFT total energy, eV: -46356.2607
2S+1: 1
LUMO level, hartree: -0.3770
ΔE to the lowest compared entry with this formula, charge and spin, kJ/mol: 6.1
HOMO, eV: -16.5690
Maximum force, Eh/bohr: 0.03594
Frontier orbital gap, hartree: 0.2319
Total charge: +3

XYZ file:
```
74
Properties=species:S:1:pos:R:3:forces:R:3
Pt -0.3665 1.5184 0.6167 0.6 -1.6 0.7
C -1.5353 1.1770 2.4571 0.1 0.2 -0.2
C -0.4031 0.2472 2.5096 -0.2 -0.1 0.0
C 0.7989 0.9924 2.5426 0.1 0.0 -0.2
C 0.4657 2.3919 2.4420 -0.5 0.6 -0.2
C -0.9944 2.4943 2.4471 0.0 0.3 0.7
C -1.7617 3.7535 2.6521 0.0 0.0 -0.3
C 1.3958 3.5422 2.5777 0.2 -0.1 0.0
C 2.1493 0.4284 2.7883 0.0 0.1 0.1
C -0.4861 -1.2235 2.6352 0.1 0.0 0.0
C -2.9697 0.8033 2.5328 0.0 0.0 0.0
H -1.9108 3.8864 3.7271 0.0 0.0 0.0
H -2.7445 3.7131 2.1855 0.0 0.0 0.0
H -1.2324 4.6284 2.2831 0.0 0.0 0.0
H 1.6752 3.6513 3.6302 0.0 0.0 0.0
H 0.9370 4.4757 2.2628 0.0 0.0 0.0
H 2.3149 3.3857 2.0133 0.0 0.0 0.0
H 2.2491 0.3179 3.8745 0.0 0.0 0.0
H 2.9504 1.0881 2.4594 0.0 0.0 0.0
H 2.2747 -0.5647 2.3568 0.0 0.0 0.1
H -0.2518 -1.4843 3.6737 0.0 0.0 0.0
H 0.2601 -1.7152 2.0117 0.0 0.0 0.0
H -1.4720 -1.6118 2.4023 0.0 0.0 0.0
H -3.6073 1.5545 2.0702 0.0 0.0 0.0
H -3.2536 0.7408 3.5882 0.0 0.0 0.0
H -3.1622 -0.1654 2.0786 0.0 0.0 0.0
N -2.5162 4.0315 -1.9804 0.0 0.0 0.0
C -1.6508 4.9790 -1.4987 0.0 0.0 0.0
C -0.8299 4.3306 -0.6343 0.1 -0.1 0.0
N -1.1975 2.9969 -0.6007 -0.1 -0.1 0.0
C -2.2255 2.8515 -1.4280 0.0 0.0 0.1
H -3.2549 4.1959 -2.6510 0.0 0.0 0.0
H -1.6913 6.0098 -1.8057 0.0 0.0 0.0
H 0.0030 4.7128 -0.0712 0.0 0.0 0.0
H -2.7489 1.9336 -1.6342 0.0 0.0 0.0
N -1.2429 -0.3253 -0.2246 -0.2 0.4 -0.3
C -1.5873 -0.9521 -1.1515 0.1 0.2 -0.1
N -1.9570 -1.6365 -2.1701 0.0 -0.1 0.0
C -3.3872 -1.7888 -2.5525 0.0 0.0 0.0
C -3.7903 -3.2359 -2.3050 0.0 0.0 0.0
O -2.9379 -4.1069 -3.0099 0.0 0.0 0.0
C -1.6007 -4.0204 -2.5738 0.0 0.0 0.0
C -1.0486 -2.6237 -2.8202 0.0 0.0 0.0
H -3.4518 -1.5505 -3.6144 0.0 0.0 0.0
H -3.9939 -1.0886 -1.9801 0.0 0.0 0.0
H -4.8025 -3.4073 -2.6668 0.0 0.0 0.0
H -3.7589 -3.4589 -1.2296 0.0 0.0 0.0
H -1.0291 -4.7429 -3.1540 0.0 0.0 0.0
H -1.5246 -4.2855 -1.5103 0.0 0.0 0.0
H -1.0497 -2.3946 -3.8862 0.0 0.0 0.0
H -0.0416 -2.4943 -2.4248 0.0 0.0 0.0
C 2.0453 1.2421 -3.0023 0.0 0.0 0.0
C 1.0717 1.5028 -2.0674 0.1 0.1 0.1
N 1.1963 1.1093 -0.7797 -0.1 0.5 -0.4
C 2.2704 0.3983 -0.4327 -0.1 -0.1 0.2
C 3.2733 0.0481 -1.3245 0.0 0.0 0.0
C 3.1738 0.5232 -2.6246 0.0 0.0 0.0
C 4.4254 -0.7631 -0.8869 0.0 0.0 -0.1
C 4.4207 -1.9396 -0.2567 0.0 0.0 0.0
C 3.2901 -2.8173 0.1066 0.0 0.1 -0.1
C 3.5599 -4.0841 0.6094 0.0 0.0 0.0
C 2.4844 -4.9115 0.8944 0.0 -0.1 0.0
N 1.2259 -4.5287 0.6822 0.1 0.0 0.0
C 1.0806 -3.3083 0.1929 -0.2 0.1 -0.1
N 2.0205 -2.4150 -0.0954 0.1 -0.2 0.1
H 1.9242 1.6021 -4.0140 0.0 0.0 0.0
H 0.1859 2.0585 -2.3272 0.0 0.0 0.0
H 2.3468 0.0800 0.5923 0.0 0.0 -0.3
H 3.9551 0.3106 -3.3437 0.0 0.0 0.0
H 5.3919 -0.3639 -1.1770 0.0 0.0 0.1
H 5.3928 -2.3720 -0.0494 0.0 0.0 0.0
H 4.5750 -4.4215 0.7654 0.0 0.0 0.0
H 2.6324 -5.9070 1.2958 0.0 0.0 0.0
H 0.0539 -2.9978 0.0023 0.0 0.0 0.1
```
Positions in Å, forces in eV/Å.

***

Entry 4:
Below is a molecular structure, C19H28N2O4S in a non-equilibrium geometry, with properties calculated with the ωB97M-V functional and the def2-TZVPD basis.

Computed properties:
DFT total energy, eV: -42146.2620
2S+1: 1
LUMO level, hartree: -0.0124
ΔE to the lowest compared entry with this formula, charge and spin, kJ/mol: 1776.6
HOMO, eV: -8.9014
Maximum force, Eh/bohr: 0.29590
Frontier orbital gap, hartree: 0.3147

XYZ file:
```
54
Properties=species:S:1:pos:R:3:forces:R:3
C 4.5456 2.5638 0.1266 5.1 1.5 -2.7
C 3.2281 2.0938 0.1215 -5.1 -0.6 2.2
C 2.7391 1.0986 -0.6004 -4.2 -4.1 -1.3
C 1.3051 0.6048 -0.5125 2.7 -3.3 -3.5
C 0.3930 1.1628 0.1698 -2.6 5.5 7.3
C 0.8050 2.3272 1.1119 1.1 -1.7 -2.3
C 2.0921 2.6643 1.1161 4.2 1.5 -3.0
H 2.5235 3.6609 1.3880 -1.0 -1.0 0.9
H 0.1283 2.9705 1.6158 -0.9 -0.1 0.4
C -1.0408 0.9328 0.4642 -5.2 1.8 0.4
O -1.7471 1.4265 1.5148 4.2 -3.1 -5.3
N -1.7242 0.4655 -0.7058 7.9 0.6 0.9
H -1.0484 0.1362 -1.5584 -2.4 1.1 3.1
C -3.0013 0.0599 -0.6573 -4.8 -2.8 -4.8
C -3.4028 -0.9772 0.3361 -0.7 1.0 3.9
C -4.5029 -2.0357 0.1834 4.9 -1.0 -3.2
C -5.8121 -1.6186 -0.0522 -5.3 4.5 -0.8
C -6.0087 -0.3360 -0.9944 5.9 1.1 -3.8
C -5.2828 1.1213 -0.5744 -7.7 -4.7 6.0
H -5.5929 1.0784 0.6835 1.4 0.1 -2.9
C -3.9446 1.2262 -0.8784 4.0 -0.3 10.4
H -3.8877 1.7514 -1.6311 1.7 4.5 -8.4
H -3.5258 2.0710 -0.0101 -0.8 -2.0 -2.2
H -5.9872 1.9162 -0.7600 0.3 0.4 -1.1
H -5.5020 -0.3580 -2.2700 -1.2 -0.8 3.5
H -6.9514 -0.1022 -1.2817 -3.3 0.2 -0.1
H -6.4781 -2.4559 -0.4535 0.6 1.3 1.1
H -6.1864 -0.9787 0.8396 -0.2 -2.0 -0.5
H -4.1967 -2.5095 -0.7667 0.0 -0.5 0.0
H -4.4231 -2.8244 0.8917 0.2 -0.4 1.0
H -2.4733 -1.3733 0.7226 0.1 -0.7 0.0
H -3.7682 -0.4052 1.1910 0.2 0.2 0.5
H -3.0725 -0.5563 -1.6064 -0.3 0.6 0.3
H 0.9152 -0.3460 -1.0867 1.5 1.9 0.8
S 3.5181 -0.1456 -1.6399 5.8 4.9 -3.0
O 4.7343 0.8125 -2.1324 -3.7 -4.7 1.4
O 2.6566 -0.6720 -2.7368 1.6 0.3 3.3
N 4.1347 -1.2959 -0.4383 -9.6 0.5 -11.8
C 3.2247 -2.3278 -0.2730 -0.1 -2.2 3.3
H 2.3040 -2.2743 -0.9066 1.0 -0.2 0.6
C 2.8273 -2.2233 1.3035 -0.9 8.8 -4.8
O 3.6928 -1.8925 2.2668 1.7 -0.6 -0.7
C 4.5208 -0.8982 1.6847 10.8 -10.1 3.1
C 5.1396 -1.1797 0.2700 9.1 4.7 5.7
H 5.6095 -0.0882 -0.1727 -0.5 -2.7 1.7
H 6.0363 -1.9535 0.2303 -1.9 1.0 0.0
H 5.5042 -0.9037 2.4339 -2.5 0.3 -1.6
H 4.1392 -0.0878 1.7402 -5.2 10.3 0.3
H 2.2329 -2.9292 1.4025 -5.0 -7.0 2.3
H 1.9544 -1.2007 1.2326 2.1 -2.5 0.1
H 3.8200 -3.2696 -0.3836 -0.9 0.1 -0.4
H 4.5558 3.6944 -0.0006 0.2 -1.2 1.1
H 5.1556 2.2561 -0.9614 -1.9 0.5 3.5
H 5.1252 2.1242 1.0040 -0.5 1.1 -1.0
```
Positions in Å, forces in eV/Å.

***

Entry 5:
Below is a molecular structure, C23H31IN4O3PdS in a non-equilibrium geometry, with properties calculated with the ωB97M-V functional and the def2-TZVPD basis.

Computed properties:
DFT total energy, eV: -58856.3552
2S+1: 1
LUMO level (alpha / beta), hartree: -0.2963 / -0.2963
HOMO (alpha / beta), eV: -13.9493 / -13.9492
Maximum force, Eh/bohr: 0.04703
Frontier orbital gap (alpha / beta), hartree: 0.2163 / 0.2164
Total charge: +2

XYZ file:
```
64
Properties=species:S:1:pos:R:3:forces:R:3
Pd -1.0222 -0.4284 0.1129 -0.5 -0.4 -1.0
C -3.3313 1.9589 0.3766 -0.6 0.0 -0.2
O -1.9569 1.7248 0.6600 0.6 -0.9 -0.3
C -1.5879 2.0557 1.9937 0.6 0.0 0.4
C -0.0858 1.8476 2.1465 -0.3 0.1 0.1
O 0.2374 0.4702 1.9597 -0.3 0.4 0.2
C 1.6419 0.2455 1.9770 0.2 0.0 0.2
H -3.5672 3.0245 0.4651 0.1 -0.1 0.0
H -3.9807 1.3958 1.0540 0.1 0.0 0.0
H -3.4965 1.6370 -0.6522 -0.1 0.1 0.1
H -2.1400 1.4276 2.7070 0.0 0.1 -0.1
H -1.8251 3.1090 2.1980 0.0 -0.2 -0.1
H 0.2176 2.1585 3.1534 0.0 0.0 -0.1
H 0.4544 2.4601 1.4108 0.0 -0.1 0.1
H 2.0633 0.6007 2.9218 0.0 0.0 -0.1
H 2.1407 0.7599 1.1481 -0.1 -0.1 0.0
H 1.7945 -0.8301 1.8949 0.1 0.1 0.0
C 3.0358 -4.7040 -0.8828 0.1 0.0 0.0
C 1.5635 -4.3840 -1.0304 0.0 0.3 0.4
S 1.1115 -3.0463 0.1585 0.7 -1.2 0.5
O -0.1320 -2.4363 -0.4473 -1.7 1.7 -0.5
C 0.4320 -4.0274 1.5533 0.0 0.2 -0.4
C -0.7725 -4.8465 1.1348 0.0 0.0 -0.1
H 3.3079 -5.4834 -1.5910 0.0 -0.1 0.0
H 3.2662 -5.0631 0.1155 0.1 -0.1 0.1
H 3.6511 -3.8343 -1.0923 0.1 0.1 0.0
H 0.9406 -5.2573 -0.8495 -0.2 0.1 0.0
H 1.3406 -3.9754 -2.0143 -0.1 0.1 0.0
H 0.1439 -3.2767 2.2909 0.2 0.1 0.0
H 1.2372 -4.6351 1.9564 0.2 0.0 0.1
H -1.3531 -4.3088 0.3853 -0.1 0.0 0.0
H -1.4141 -5.0192 1.9940 0.0 -0.1 0.1
H -0.4802 -5.8109 0.7286 -0.1 -0.1 0.0
I -6.0608 -3.7819 0.4054 0.5 0.2 0.3
C -4.4828 -2.8584 1.4484 -0.2 0.0 -0.3
C -4.3563 -2.9601 2.8309 0.0 0.0 -0.3
C -3.3142 -2.2895 3.4505 0.1 0.1 -0.2
C -2.4307 -1.5507 2.6786 0.2 0.1 0.5
N -2.5555 -1.4586 1.3538 1.5 0.7 -0.7
C -3.5540 -2.0931 0.7456 -0.4 -0.3 -0.4
H -5.0551 -3.5434 3.4133 0.0 0.0 0.0
H -3.1943 -2.3359 4.5213 0.1 0.0 0.1
H -1.5975 -1.0137 3.1228 -0.1 -0.1 -0.1
H -3.6258 -1.9921 -0.3342 0.1 0.0 0.1
N 3.6389 8.4614 -3.4086 0.2 0.6 -0.1
C 3.2408 7.3970 -3.2876 0.1 0.2 -0.1
C 2.7417 6.0866 -3.0946 -0.3 -0.7 0.1
C 1.7864 5.8727 -2.0987 0.1 -0.1 -0.2
C 1.3294 4.5947 -1.8546 0.1 -0.3 -0.1
C 1.8096 3.5257 -2.6123 0.3 1.2 -0.2
C 2.7277 3.7467 -3.6368 -0.3 -0.2 0.2
C 3.2014 5.0230 -3.8713 -0.1 0.1 0.2
N 1.3849 2.2192 -2.2996 -0.6 -0.7 0.3
C 2.0603 1.0578 -2.5464 0.0 -0.7 0.1
C 1.3354 0.0521 -1.9797 0.4 -0.1 -0.3
N 0.2193 0.5842 -1.4015 -0.7 -0.6 1.5
C 0.2765 1.8863 -1.6128 -0.4 0.3 0.1
H 1.4191 6.7028 -1.5151 0.0 0.1 0.0
H 0.6093 4.4314 -1.0669 0.0 0.0 0.1
H 3.0622 2.9317 -4.2581 0.1 -0.1 -0.1
H 3.9268 5.1968 -4.6500 0.0 0.0 -0.1
H 2.9851 1.0199 -3.0805 0.2 0.0 -0.1
H 1.5233 -1.0034 -1.9746 0.1 -0.1 0.0
H -0.4858 2.5824 -1.3232 0.0 0.1 0.1
```
Positions in Å, forces in eV/Å.

***

Entry 6:
Below is a molecular structure, CH2P2S2 in a non-equilibrium geometry, with properties calculated with the ωB97M-V functional and the def2-TZVPD basis.

Computed properties:
DFT total energy, eV: -41316.2929
2S+1: 1
LUMO level, hartree: -0.0469
ΔE to the lowest compared entry with this formula, charge and spin, kJ/mol: 75.2
HOMO, eV: -8.9341
Maximum force, Eh/bohr: 0.06139
Frontier orbital gap, hartree: 0.2814

XYZ file:
```
7
Properties=species:S:1:pos:R:3:forces:R:3
C 0.1263 -0.1300 0.3852 -0.9 -0.4 3.0
P 0.7181 -0.3246 1.9722 0.1 0.3 -0.7
P -1.3033 1.7029 1.9599 0.0 -0.3 0.3
S -1.0430 -0.1856 3.0860 -0.3 -0.4 -0.1
S -0.3386 2.9850 2.9545 0.1 0.7 0.1
H -0.9651 -0.3435 0.3622 1.0 0.5 -1.2
H 0.8196 0.3668 -0.2497 0.0 -0.2 -1.3
```
Positions in Å, forces in eV/Å.